{
  "formula": "C59H97N7O18S4",
  "method": "ωB97M-V with the def2-TZVPD basis set",
  "charge": 0,
  "largest_force_ha_per_bohr": 0.0612,
  "total_energy_ha": -5636.41041,
  "orbital_gap_ha": 0.341,
  "elements": ["C", "O", "C", "C", "O", "C", "H", "H", "H", "H", "H", "H", "H", "H", "H", "H", "C", "O", "C", "C", "O", "C", "H", "H", "H", "H", "H", "H", "H", "H", "H", "H", "C", "O", "C", "C", "O", "C", "H", "H", "H", "H", "H", "H", "H", "H", "H", "H", "O", "S", "O", "O", "C", "C", "C", "H", "H", "H", "H", "H", "H", "H", "H", "O", "S", "O", "O", "C", "C", "C", "H", "H", "H", "H", "H", "H", "H", "H", "O", "S", "O", "O", "C", "C", "C", "H", "H", "H", "H", "H", "H", "H", "H", "O", "S", "O", "O", "C", "C", "C", "H", "H", "H", "H", "H", "H", "H", "H", "N", "C", "C", "C", "C", "C", "H", "H", "H", "H", "H", "N", "C", "C", "C", "C", "C", "H", "H", "H", "H", "H", "N", "C", "C", "C", "C", "C", "H", "H", "H", "H", "H", "N", "C", "C", "C", "C", "C", "H", "H", "H", "H", "H", "N", "C", "C", "C", "C", "C", "H", "H", "H", "H", "H", "N", "C", "C", "C", "C", "C", "H", "H", "H", "H", "H", "N", "C", "C", "C", "C", "C", "H", "H", "H", "H", "H"],
  "coordinates": [[0.46239, 3.65925, 0.77891], [1.66996, 4.21893, 1.17422], [2.49385, 4.50341, 0.08112], [3.89141, 5.01771, 0.51967], [3.83566, 6.23495, 1.34178], [3.61292, 7.49988, 0.62218], [0.14447, 4.16185, -0.18581], [-0.28757, 3.86580, 1.53361], [0.51631, 2.59078, 0.49423], [1.95501, 5.23248, -0.64328], [2.62960, 3.59837, -0.57107], [4.50124, 5.21718, -0.38322], [4.38513, 4.29198, 1.15866], [4.34267, 7.60031, -0.20948], [3.65764, 8.30088, 1.32157], [2.63073, 7.52068, 0.17109], [8.72943, 0.10791, -0.46965], [8.17019, -0.16776, 0.76503], [7.56523, -1.42959, 0.86759], [7.11218, -1.68354, 2.29104], [5.86562, -1.00532, 2.48543], [5.37243, -0.94014, 3.82805], [9.28640, -0.74977, -0.84826], [9.31050, 1.03118, -0.37805], [7.87706, 0.29852, -1.21531], [8.32292, -2.21259, 0.60824], [6.73016, -1.55769, 0.13159], [7.91208, -1.39672, 2.96335], [7.00317, -2.74511, 2.50827], [5.78129, -0.10851, 4.39911], [5.55200, -1.88421, 4.31703], [4.26617, -0.63609, 3.87909], [1.40602, -2.38634, 4.02496], [1.14103, -1.13760, 4.57570], [1.14706, -0.08133, 3.68464], [1.81202, 1.19987, 4.21889], [0.88700, 1.63610, 5.22173], [1.04306, 2.98987, 5.59918], [1.20610, -3.13587, 4.79138], [2.42675, -2.42593, 3.67614], [0.76355, -2.57695, 3.17124], [0.10188, 0.17610, 3.44212], [1.61379, -0.40077, 2.72544], [1.91824, 1.94528, 3.41412], [2.80708, 0.94000, 4.61475], [0.93429, 3.58624, 4.69740], [2.07847, 3.12751, 5.94551], [0.28546, 3.24722, 6.26464], [-1.41078, -1.12453, 1.25238], [-1.38562, -0.12877, 0.19548], [-1.41877, 1.23495, 0.60680], [-0.09018, -0.33002, -0.70709], [0.09435, -1.78675, -1.04000], [1.56594, -2.18889, -1.03299], [-2.77388, -0.45292, -0.97854], [-0.30012, -1.79111, -2.03625], [-0.41931, -2.36343, -0.30909], [2.15937, -1.58452, -1.74685], [1.61405, -3.26868, -1.25861], [2.07111, -1.87501, -0.12424], [-2.67551, 0.17184, -1.80283], [-3.79623, -0.37155, -0.51691], [-2.71634, -1.46449, -1.39515], [-4.95085, -2.01771, 2.19075], [-5.20229, -0.63325, 2.29413], [-5.54393, 0.05621, 1.09042], [-6.38896, -0.35374, 3.28881], [-6.83041, -1.24254, 4.44546], [-7.87032, -0.48391, 5.26288], [-3.83216, 0.06663, 3.04738], [-5.96313, -1.31100, 5.11036], [-7.09226, -2.18490, 3.96554], [-8.75952, -0.20672, 4.68909], [-7.40856, 0.42090, 5.78895], [-8.26014, -1.19083, 6.01646], [-4.11112, 1.12270, 3.08953], [-2.87861, -0.16968, 2.55893], [-3.72200, -0.36773, 4.02393], [3.32075, -0.18395, -2.87479], [4.35881, 0.69090, -2.36636], [4.11917, 2.10342, -2.12746], [4.94622, 0.10158, -1.00382], [5.25801, 1.07832, 0.06203], [4.17550, 1.02332, 1.13872], [5.75832, 0.52614, -3.39976], [5.31924, 2.10708, -0.42555], [6.23478, 0.80986, 0.44706], [3.20999, 1.45700, 0.82953], [4.56266, 1.53457, 2.02294], [3.98992, -0.08312, 1.30545], [6.56918, 0.99558, -2.93648], [5.49144, 1.05603, -4.35514], [5.93470, -0.55246, -3.68822], [2.79686, -6.36499, 0.26351], [3.74996, -5.36269, 0.63240], [5.00295, -5.77086, 1.23590], [4.16720, -4.49671, -0.61671], [5.63166, -4.39386, -0.89134], [5.77291, -3.33671, -1.98581], [3.09975, -4.22048, 1.73423], [6.01347, -5.34122, -1.24682], [6.23056, -4.14452, 0.01739], [5.39849, -3.78880, -2.89686], [6.81150, -3.04619, -2.12229], [5.18255, -2.45106, -1.75842], [2.80677, -4.72343, 2.67432], [2.23652, -3.78714, 1.27806], [3.91525, -3.52968, 1.96147], [-0.47606, -4.77307, 0.39821], [-1.53162, -4.21235, 0.98785], [-2.67840, -3.80466, 0.26037], [-2.78841, -4.10661, -1.07879], [-1.66611, -4.66359, -1.70849], [-0.57273, -5.00543, -0.93872], [-1.59538, -4.12555, 2.03071], [-3.49207, -3.34190, 0.83239], [-3.66522, -3.81255, -1.68626], [-1.66915, -4.85941, -2.81030], [0.30694, -5.49202, -1.36419], [-3.13712, 4.60856, -1.06183], [-4.05142, 5.48515, -0.54315], [-5.04127, 5.08042, 0.32803], [-5.04385, 3.76891, 0.83724], [-4.02893, 2.96058, 0.42034], [-3.12955, 3.38802, -0.55972], [-4.03951, 6.53676, -0.88275], [-5.74311, 5.82931, 0.73467], [-5.78306, 3.39674, 1.52791], [-3.86175, 1.96283, 0.82291], [-2.34003, 2.74589, -0.95083], [-5.78306, 2.27495, -3.88893], [-6.40352, 1.15881, -4.24387], [-7.33164, 0.52962, -3.45341], [-7.66065, 1.10738, -2.21261], [-7.04754, 2.29425, -1.85172], [-6.13602, 2.86787, -2.74494], [-6.04301, 0.68973, -5.08632], [-7.73881, -0.44232, -3.69555], [-8.34844, 0.61007, -1.55201], [-7.25940, 2.73162, -0.89654], [-5.79273, 3.84247, -2.48575], [-5.84163, -2.36871, -4.24619], [-6.07151, -3.55792, -4.71985], [-5.02450, -4.43621, -5.09237], [-3.74495, -4.00087, -4.83111], [-3.54669, -2.74364, -4.24686], [-4.61809, -1.94661, -3.98537], [-7.13049, -3.85834, -4.80950], [-5.27081, -5.39739, -5.55878], [-2.91663, -4.64462, -5.12181], [-2.51750, -2.36377, -4.16055], [-4.53879, -0.95780, -3.52684], [-0.10566, -3.97061, -4.72033], [0.20217, -2.79795, -5.28286], [1.45576, -2.26262, -5.13014], [2.46426, -2.97736, -4.51044], [2.16366, -4.19449, -3.89064], [0.84856, -4.67239, -3.98933], [-0.59121, -2.25848, -5.81008], [1.67533, -1.31455, -5.62370], [3.44065, -2.55623, -4.36746], [3.00812, -4.70392, -3.47161], [0.47630, -5.63249, -3.58837], [-1.18178, 0.42222, -3.93901], [-2.26702, 1.06359, -4.39345], [-2.46770, 2.47751, -4.25161], [-1.40402, 3.17633, -3.70220], [-0.26391, 2.49907, -3.23010], [-0.16066, 1.16010, -3.46092], [-3.03025, 0.45939, -4.85613], [-3.41258, 3.08197, -4.47976], [-1.48541, 4.26166, -3.54958], [0.51288, 3.11395, -2.73465], [0.78023, 0.60139, -3.17775], [-3.09704, 4.20943, 5.77495], [-3.10895, 4.87244, 4.61990], [-2.65747, 4.30821, 3.44822], [-2.19157, 3.01877, 3.41854], [-2.18823, 2.31677, 4.59591], [-2.69075, 2.96273, 5.72221], [-3.56007, 5.80923, 4.69499], [-2.65024, 5.01321, 2.64394], [-1.85785, 2.52118, 2.53244], [-1.79805, 1.35761, 4.54434], [-2.70226, 2.45474, 6.69954]],
  "forces_ev_per_angstrom": [[-0.702, 0.232, -2.019], [0.926, 0.210, 0.476], [0.191, 0.443, -1.518], [-1.128, 1.611, 0.122], [-0.065, 0.275, -1.112], [0.386, -2.411, -0.654], [-0.122, -0.287, 0.883], [-0.040, -0.247, 0.136], [0.150, 0.300, 0.552], [0.816, -0.625, 1.166], [0.154, 0.396, 0.566], [-0.216, -0.204, 0.292], [-0.003, -0.132, 0.014], [-0.140, 0.112, 0.585], [0.376, 0.434, 0.618], [-0.456, -0.115, -0.124], [-1.526, 0.446, -1.403], [-0.140, 0.103, 1.221], [0.223, -1.181, -0.519], [-0.651, 0.198, -0.076], [0.045, 0.173, 0.387], [-1.124, 0.860, -0.367], [0.422, 0.105, -0.054], [0.085, -0.399, -0.105], [1.085, -0.172, 0.616], [-0.362, 0.356, 0.131], [0.346, 0.249, 0.559], [0.092, 0.748, 0.326], [-0.302, -0.386, -0.371], [0.834, -0.069, 0.031], [-0.147, -0.317, 0.439], [1.332, -1.027, -0.741], [-0.383, -0.088, -0.076], [0.138, 0.144, 1.498], [-0.030, 0.789, -1.705], [-1.179, -0.993, 0.330], [0.449, -0.214, -0.095], [1.934, -0.817, -1.969], [0.187, 0.010, -0.064], [0.615, -0.244, -0.053], [-0.314, -0.179, -0.308], [0.219, 0.051, -0.093], [0.003, 0.285, 0.344], [-0.094, -0.118, 0.117], [-0.162, 0.327, 0.230], [-0.068, 0.501, -0.175], [-0.377, 0.320, 0.462], [-1.012, 0.356, 1.419], [0.038, 0.567, -0.676], [-0.913, -1.345, -0.418], [0.120, 0.435, -0.129], [-0.552, -0.633, 1.051], [1.440, 1.112, -0.475], [0.136, 1.221, -0.672], [-0.347, -1.353, 1.740], [-0.400, -0.731, -0.530], [-0.683, -0.382, 0.205], [-0.635, -0.728, -0.191], [0.255, 0.560, 0.284], [-0.256, -0.599, 0.712], [0.264, 1.588, -1.264], [1.209, 0.244, 0.027], [0.387, -0.011, 0.450], [-0.033, -2.071, 0.146], [-0.723, -0.357, -0.538], [0.012, 0.604, 0.055], [-0.637, 0.099, 0.852], [1.234, 1.393, -0.585], [-0.004, 0.199, 0.220], [0.256, 1.001, 0.356], [0.053, -0.569, -0.373], [-0.223, 0.072, 0.447], [0.334, 0.233, -0.104], [-0.708, -1.294, -0.854], [0.380, 0.310, -0.046], [0.697, -0.004, 0.249], [-0.562, 0.257, -0.451], [-0.270, -0.014, 0.673], [0.989, 0.915, 0.625], [-0.522, 0.417, 0.541], [-0.276, -1.184, -0.856], [-0.366, 0.215, -0.277], [-0.516, 1.557, -0.397], [-0.168, -1.354, -0.690], [-1.297, -1.166, -2.617], [-0.007, -1.401, 0.790], [-0.069, -0.227, 0.049], [0.472, 0.105, -0.041], [-0.226, -0.251, 0.098], [0.243, 1.361, 0.333], [1.309, 0.575, 0.621], [0.289, -0.358, 0.918], [-0.130, 1.172, 0.708], [0.095, 0.767, -0.276], [1.864, -2.055, 0.915], [-0.514, -0.301, -0.163], [0.832, 0.299, -0.469], [0.206, 0.973, 0.215], [-0.460, -0.510, 0.381], [-0.261, 0.339, 0.954], [-0.240, -0.344, 0.026], [-0.960, -0.074, -0.478], [-0.020, 0.194, -0.393], [0.134, -0.095, 0.021], [-0.018, 0.053, 0.085], [0.168, -0.048, -0.663], [-0.578, 0.611, -0.111], [-0.304, 0.196, -0.170], [-0.523, -0.217, -0.193], [-0.823, -0.164, -2.610], [-0.263, -0.495, 1.062], [0.318, 0.682, -0.635], [-0.403, -0.492, -0.926], [0.489, 0.239, 0.834], [0.557, 0.294, 1.385], [0.280, -0.142, -0.386], [0.497, -0.290, 0.543], [0.014, 0.176, 1.157], [-0.226, 0.181, 0.035], [-0.600, 1.473, 0.377], [0.223, -0.622, -0.705], [-0.503, 0.414, 1.061], [0.170, 0.794, -0.482], [0.828, -1.292, -0.204], [0.098, 0.331, -0.088], [0.234, -0.757, 0.048], [0.283, -0.492, -0.447], [-0.127, 0.155, 0.179], [-0.368, 0.199, -0.131], [-0.320, -0.029, 0.211], [0.048, 1.363, 0.130], [-0.045, 0.339, 1.947], [-0.765, -0.054, 1.382], [0.530, -0.179, -0.861], [0.028, -0.407, -0.624], [-1.090, -1.087, 0.191], [0.582, -0.882, -2.045], [0.028, 0.095, -0.306], [-0.151, -0.086, 0.164], [-0.015, 0.353, 0.233], [0.907, 0.535, -0.155], [-1.476, 1.050, 0.838], [0.163, -1.428, -0.700], [-1.122, 0.313, 0.352], [0.115, -0.310, -0.332], [1.873, -0.283, -0.746], [-0.133, 0.190, 0.184], [0.604, 0.172, -0.165], [0.312, 0.385, 0.279], [0.119, 0.356, 0.203], [-0.470, -0.221, 0.352], [0.113, -0.166, -0.239], [0.707, -1.030, 1.048], [-0.372, -0.987, 0.914], [1.090, 0.918, -0.959], [-0.958, -0.173, 0.752], [-0.653, 0.239, -0.888], [-0.768, 1.227, -1.576], [0.254, -0.285, 0.139], [-0.008, -0.114, 0.324], [0.330, 0.153, -0.227], [-0.153, -0.592, 0.602], [0.517, 0.673, -0.171], [0.037, 0.407, -1.082], [-0.080, 1.462, 0.773], [-0.186, -0.006, -0.216], [-0.066, 0.197, 0.731], [-0.004, 1.891, -0.364], [0.747, -1.561, 0.872], [-0.215, -0.217, 0.042], [1.352, -1.572, -0.023], [0.009, -0.555, -0.015], [-0.289, -0.762, -0.441], [-1.230, 0.593, -0.262], [-0.609, 0.266, -0.107], [0.370, -1.760, 0.682], [-0.193, 1.487, -0.188], [0.065, 0.031, 0.019], [-0.838, 1.637, 0.039], [0.861, -1.338, 1.357], [-0.319, 1.678, -0.309], [0.016, -0.237, -0.974], [0.224, 0.079, -0.552], [0.508, -1.738, 0.641], [0.059, -0.001, -0.502]],
  "mulliken_charge": [-0.24, -0.47, 0.21, -0.55, -0.43, -0.70, 0.31, -0.19, 0.05, 0.30, 0.10, 0.36, 0.11, 0.29, 0.29, 0.27, -0.53, -0.47, 0.05, -0.96, 0.14, -0.66, 0.36, 0.24, 0.01, 0.62, -0.18, 0.33, 0.46, 0.31, 0.47, -0.28, -0.48, -0.47, 1.16, -0.36, -0.30, -0.84, 0.35, 0.09, 0.21, -0.55, -0.07, 0.09, 0.41, 0.26, 0.33, 0.32, -0.90, 0.84, 0.00, 0.70, 1.03, 0.86, 0.55, -0.26, -0.09, -1.14, -0.21, -0.10, -0.45, 0.21, -0.72, -0.81, 1.30, -0.61, -0.22, -0.17, -1.14, -0.49, 0.25, 0.34, 0.32, 0.26, 0.38, 0.12, -0.22, 0.79, -0.24, 0.54, -0.64, 0.37, -0.56, -0.14, -1.29, 0.49, 0.09, -0.32, 0.70, -0.25, 0.47, 0.42, 0.22, -0.66, 1.28, -0.71, -0.28, -0.48, -1.00, -0.28, 0.38, 0.32, 0.55, 0.52, -0.10, 0.54, -0.19, -0.05, -0.33, -0.91, -0.14, -0.19, -0.14, -0.60, 0.64, 0.55, 0.54, 0.28, 0.35, -0.26, -0.81, -0.57, -0.40, 1.53, -0.15, 0.34, 0.40, 0.51, -1.19, 0.51, -0.40, -0.65, -0.40, -0.36, -0.24, -0.29, 0.71, 0.35, 0.43, 0.39, 0.47, -0.16, -0.43, -0.69, -0.25, -0.12, -0.27, 0.34, 0.41, 0.48, -0.04, 0.75, -0.36, -0.35, -0.40, 0.02, -0.27, -0.92, 0.39, 0.39, 0.33, 0.49, 0.68, 0.11, -0.41, -0.48, -0.46, -0.57, -0.46, 0.54, 0.35, 0.27, 0.43, 0.69, -0.62, -0.62, -0.83, 1.14, -0.77, -0.84, 0.46, 0.46, 0.70, 0.66, 0.40]
}

=====

{
  "formula": "C4H6S2",
  "method": "ωB97M-V with the def2-TZVPD basis set",
  "charge": 0,
  "largest_force_ha_per_bohr": 0.0877,
  "smiles": "CC#CC=S.S",
  "e_above_lowest_ev": 2.964,
  "total_energy_ha": -952.26048,
  "orbital_gap_ha": 0.287,
  "elements": ["C", "C", "C", "C", "S", "S", "H", "H", "H", "H", "H", "H"],
  "coordinates": [[-1.14394, 0.23272, -0.17434], [-0.45099, 1.22261, -0.33592], [-1.91630, -0.85381, 0.21632], [0.36106, 2.40861, -0.53102], [2.43898, -2.16210, 0.89388], [-1.46743, -2.46344, 0.23818], [1.16133, -2.75949, 1.06370], [-2.91003, -0.81014, 0.67224], [1.18914, 2.14888, 0.08879], [-0.09543, 3.24181, -0.22488], [0.46563, 2.42402, -1.52810], [2.36799, -2.62968, -0.37885]],
  "forces_ev_per_angstrom": [[0.854, 1.635, -0.045], [-1.962, -1.396, 0.408], [-0.233, -3.112, 0.744], [-0.002, -4.008, 2.068], [-1.751, -1.113, -0.408], [-0.011, 1.384, -0.357], [1.497, 0.887, 0.070], [0.201, 1.152, -0.400], [1.410, 0.561, -0.128], [-1.796, 3.228, 1.376], [1.486, 0.476, -3.658], [0.308, 0.306, 0.332]],
  "nbo_charge": [-0.15, 0.17, -0.30, -0.68, -0.33, 0.00, 0.17, 0.23, 0.25, 0.23, 0.24, 0.15]
}